This record from OMol25 describes a molecular structure, C3H4InO2 at a distorted geometry. The level of theory is ωB97M-V/def2-TZVPD.

Element x y z (Å)
1 O 1.660 -2.881 -0.863
2 C 1.469 -1.921 -0.156
3 O 0.128 -0.658 -0.809
4 C 0.008 0.731 -0.441
5 C -0.855 0.839 0.820
6 In -0.807 -1.266 0.794
7 H -0.459 1.243 -1.304
8 H 1.006 1.189 -0.312
9 H -1.811 1.355 0.634
10 H -0.339 1.369 1.637

**Spin multiplicity**: 2
**Expectation value of S²**: 0.758
**LUMO energy (alpha / beta)**: -0.11 / -1.82 eV
**Kohn-Sham gap (alpha / beta)**: 8.05 / 7.36 eV

This record from OMol25 describes a molecular structure, C3H4InO3 at a distorted geometry. The level of theory is ωB97M-V/def2-TZVPD.

Element x y z (Å)
1 O -0.795 0.390 -1.289
2 C -1.549 1.237 -1.569
3 O -2.281 2.069 -1.867
4 C 2.304 -1.203 0.119
5 C 1.964 -1.331 1.621
6 O 0.612 -0.947 1.878
7 In 0.358 -0.581 0.065
8 H 3.117 -0.484 -0.073
9 H 2.589 -2.166 -0.335
10 H 2.644 -0.697 2.228
11 H 2.119 -2.373 1.968

**LUMO energy**: -5.52 eV
**Kohn-Sham gap**: 8.95 eV
**Net charge**: +1

This record from OMol25 describes a molecular structure, C3H4LiMgO4 at a distorted geometry. The level of theory is ωB97M-V/def2-TZVPD.

Element x y z (Å)
1 H -1.123 -0.340 1.627
2 C -0.428 -1.132 1.333
3 C -0.569 -2.496 1.818
4 O -0.981 -2.118 0.497
5 H 0.323 -3.126 1.859
6 H -1.380 -2.751 2.505
7 O 0.822 -0.667 0.991
8 H 0.984 0.348 1.214
9 O 1.502 1.861 0.098
10 C 1.073 1.479 -0.929
11 Mg -0.602 4.502 -5.719
12 Li -0.102 2.820 -3.363
13 O 0.480 1.622 -1.932

**LUMO energy**: -4.61 eV
**Kohn-Sham gap**: 7.30 eV
**Net charge**: +1

This record from OMol25 describes a molecular structure, C3H4LiNaO3 at a distorted geometry. The level of theory is ωB97M-V/def2-TZVPD.

Element x y z (Å)
1 C -2.796 -0.263 -0.249
2 C -1.455 0.264 0.178
3 O -0.635 -0.838 0.543
4 C 0.659 -0.617 0.882
5 O 1.038 0.574 0.861
6 O -3.514 0.410 -1.025
7 H -2.856 -1.370 -0.295
8 H -1.587 0.967 1.016
9 H -1.013 0.834 -0.656
10 Na 3.472 -0.450 1.573
11 Li -5.370 0.689 -1.007
12 H -4.857 -0.405 0.536

**LUMO energy**: -1.49 eV
**Kohn-Sham gap**: 4.48 eV

This record from OMol25 describes a molecular structure, C3H4LiO3 at a distorted geometry. The level of theory is ωB97M-V/def2-TZVPD.

Element x y z (Å)
1 C 0.285 -0.075 1.316
2 O 0.086 -0.114 -1.062
3 C -0.784 0.698 -0.546
4 C 0.849 -0.827 0.121
5 O -0.691 0.789 0.792
6 O -1.655 1.271 -1.172
7 H -0.145 -0.698 2.105
8 H 0.478 -1.857 0.074
9 H 1.357 0.436 1.359
10 Li -1.719 1.256 -3.046
11 H 1.940 -0.880 0.058

**LUMO energy**: -4.31 eV
**Kohn-Sham gap**: 10.76 eV
**Net charge**: +1

This record from OMol25 describes a molecular structure, C3H4LiO3Rh at a distorted geometry. The level of theory is ωB97M-V/def2-TZVPD.

Element x y z (Å)
1 H 1.963 1.294 0.037
2 C 1.136 0.590 -0.177
3 C -0.164 1.319 0.046
4 O -1.413 0.783 -0.299
5 C -1.724 -0.354 -1.082
6 O -1.901 -1.351 0.034
7 Rh -0.568 -0.672 1.386
8 O 1.221 -0.528 0.680
9 H 1.253 0.257 -1.231
10 H -0.160 2.394 -0.157
11 H -2.217 -2.179 -0.332
12 Li 2.575 -1.554 1.095

**Spin multiplicity**: 6
**Expectation value of S²**: 8.768
**LUMO energy (alpha / beta)**: -4.70 / -6.30 eV
**Kohn-Sham gap (alpha / beta)**: 5.75 / 5.83 eV
**Net charge**: +1

This record from OMol25 describes a molecular structure, C3H4LiO3Sr at a distorted geometry. The level of theory is ωB97M-V/def2-TZVPD.

Element x y z (Å)
1 O 0.796 1.201 0.252
2 C 1.572 0.332 -0.408
3 C -0.382 0.759 0.828
4 O 2.682 0.692 -0.791
5 O 1.112 -0.841 -0.650
6 C -1.563 0.922 0.228
7 H -0.257 0.342 1.831
8 H -1.999 -2.443 0.865
9 H -1.646 1.397 -0.752
10 H -2.469 0.624 0.757
11 Sr -0.800 -1.893 -0.556
12 Li 2.955 -1.093 -1.605

**LUMO energy**: -4.49 eV
**Kohn-Sham gap**: 6.97 eV
**Net charge**: +1

This record from OMol25 describes a molecular structure, C3H4LiO4Pr at a distorted geometry. The level of theory is ωB97M-V/def2-TZVPD.

Element x y z (Å)
1 O 2.214 1.424 0.144
2 C 1.379 0.530 -0.143
3 O 1.752 -0.535 -0.699
4 Pr 4.270 0.356 -0.947
5 O 0.110 0.713 0.233
6 C -1.007 -1.067 0.742
7 C -1.146 -0.055 -0.376
8 H -1.491 -2.043 0.610
9 H -0.017 -1.533 0.779
10 H -0.921 -0.490 -1.372
11 H -2.103 -0.644 1.037
12 Li -0.973 2.456 0.431
13 O -2.067 0.887 -0.438

**Spin multiplicity**: 4
**Expectation value of S²**: 3.941
**LUMO energy (alpha / beta)**: -17.02 / -14.14 eV
**Kohn-Sham gap (alpha / beta)**: 3.83 / 6.61 eV
**Net charge**: +3

ΔE to the lowest compared entry with this formula, charge and spin in kcal per mole, matching the order above: 0.0, 0.0, 91.6, 83.9, 18.5, 53.3, 0.0, 96.7